Arrangement i

{
  "formula": "C3H6ClF",
  "method": "ωB97M-V/def2-TZVPD",
  "elements": ["F", "C", "C", "C", "Cl", "H", "H", "H", "H", "H", "H"],
  "coordinates": [[-1.966, -0.075, 0.704], [-0.862, 0.657, 1.041], [0.407, -0.288, 1.225], [0.750, -0.830, -0.187], [0.893, 0.257, -1.395], [-1.304, 1.236, 1.941], [-0.749, 1.358, 0.328], [1.271, 0.399, 1.434], [0.300, -1.145, 1.901], [-0.254, -1.112, -0.472], [1.478, -1.664, -0.219]],
  "spin_multiplicity": 1,
  "lumo_ev": 1.02,
  "e_homo_ev": -10.18,
  "orbital_gap_ev": 11.20,
  "smiles": "FCCCCl"
}

=====

Arrangement ii

{
  "formula": "C3H6ClF",
  "method": "ωB97M-V/def2-TZVPD",
  "elements": ["C", "C", "C", "F", "Cl", "H", "H", "H", "H", "H", "H"],
  "coordinates": [[-1.130, -0.787, 0.196], [-0.715, 0.637, 0.233], [1.525, 0.302, -0.322], [2.317, 1.135, 0.360], [1.962, -1.346, -0.001], [-0.587, -1.384, 0.915], [-0.896, -0.988, -0.855], [-2.171, -0.821, 0.396], [-1.132, 1.088, -0.702], [-0.700, 1.451, 1.062], [1.527, 0.713, -1.281]],
  "spin_multiplicity": 1,
  "lumo_ev": 0.77,
  "e_homo_ev": -8.67,
  "orbital_gap_ev": 9.44
}

=====

The winner here is arrangement i, beating the second structure by 0.0716 hartree.

=====

Arrangement i

{
  "formula": "H4NPS",
  "method": "ωB97M-V/def2-TZVPD",
  "elements": ["N", "P", "S", "H", "H", "H", "H"],
  "coordinates": [[-0.982, 0.920, -1.408], [1.531, 0.391, 1.287], [1.601, -1.522, 1.792], [-1.450, 0.137, -1.810], [0.057, 0.774, -1.622], [-1.045, 0.797, -0.389], [0.288, -1.496, 2.150]],
  "spin_multiplicity": 1,
  "lumo_ev": [-1.29, -1.28],
  "e_homo_ev": [-8.08, -8.06],
  "orbital_gap_ev": [6.79, 6.78]
}

=====

Arrangement ii

{
  "formula": "H4NPS",
  "method": "ωB97M-V/def2-TZVPD",
  "elements": ["N", "P", "S", "H", "H", "H", "H"],
  "coordinates": [[0.361, 1.187, 0.676], [-0.438, -0.283, 0.621], [-1.176, -0.893, -1.596], [1.090, 1.271, 0.010], [-0.018, 1.887, 1.283], [0.711, -1.069, 0.336], [-0.530, -2.100, -1.330]],
  "spin_multiplicity": 1,
  "lumo_ev": 0.63,
  "e_homo_ev": -8.72,
  "orbital_gap_ev": 9.35,
  "smiles": "NPS"
}

=====

The winner here is arrangement ii, beating the second structure by 0.0595 hartree.

=====

Arrangement i

{
  "formula": "C5H17N4P",
  "method": "ωB97M-V/def2-TZVPD",
  "elements": ["C", "C", "C", "C", "C", "N", "N", "N", "N", "P", "H", "H", "H", "H", "H", "H", "H", "H", "H", "H", "H", "H", "H", "H", "H", "H", "H"],
  "coordinates": [[-2.629, 1.618, 1.148], [2.379, 1.902, 0.086], [2.785, -0.427, 0.341], [-0.642, -2.232, -1.129], [-0.965, -1.568, 1.166], [-2.019, 1.440, -0.132], [-0.996, 0.461, -2.261], [2.171, 0.594, -0.436], [-1.170, -1.233, -0.228], [-0.908, 0.429, -0.588], [-3.330, 2.451, 1.054], [-1.906, 1.883, 1.928], [-3.185, 0.735, 1.483], [2.304, 1.959, 1.186], [3.387, 2.253, -0.187], [1.654, 2.586, -0.359], [2.445, -1.405, -0.003], [3.877, -0.381, 0.197], [2.604, -0.333, 1.425], [-0.924, -1.968, -2.145], [0.447, -2.316, -1.066], [-1.084, -3.197, -0.868], [-1.275, -0.730, 1.789], [-1.572, -2.441, 1.419], [0.082, -1.797, 1.390], [-1.453, 1.326, -2.527], [-0.078, 0.391, -2.684]],
  "spin_multiplicity": 1,
  "lumo_ev": [-0.11, 0.00],
  "e_homo_ev": [-8.17, -6.89],
  "orbital_gap_ev": [8.06, 6.90]
}

=====

Arrangement ii

{
  "formula": "C5H17N4P",
  "method": "ωB97M-V/def2-TZVPD",
  "elements": ["C", "N", "P", "N", "C", "N", "C", "N", "C", "C", "H", "H", "H", "H", "H", "H", "H", "H", "H", "H", "H", "H", "H", "H", "H", "H", "H"],
  "coordinates": [[2.098, -1.440, 0.800], [0.729, -1.400, 0.318], [-0.047, -0.140, -0.235], [-1.601, -0.714, -0.661], [-2.259, -1.800, 0.036], [0.456, 0.485, -1.680], [1.480, -0.232, -2.471], [-0.151, 1.221, 0.809], [-0.043, 2.599, 0.392], [-0.415, 0.885, 2.126], [2.591, -0.518, 0.565], [2.672, -2.313, 0.345], [1.884, -1.693, 1.816], [-2.260, -0.003, -0.936], [-2.753, -2.441, -0.671], [-1.576, -2.446, 0.400], [-2.903, -1.444, 0.857], [-0.229, 0.709, -2.407], [2.273, -0.607, -1.926], [0.992, -1.044, -3.081], [1.831, 0.358, -3.351], [-0.942, 2.943, 0.105], [0.360, 3.182, 1.157], [0.598, 2.630, -0.444], [-0.705, -0.231, 2.141], [0.465, 0.914, 2.781], [-1.316, 1.373, 2.584]],
  "spin_multiplicity": 1,
  "lumo_ev": 0.85,
  "e_homo_ev": -7.72,
  "orbital_gap_ev": 8.56,
  "smiles": "CN=P(NC)(NC)N(C)C"
}

=====

The winner here is arrangement ii, beating the second structure by 0.0619 hartree.

=====

Arrangement i

{
  "formula": "C5H5N3",
  "method": "ωB97M-V/def2-TZVPD",
  "elements": ["C", "N", "C", "C", "C", "N", "C", "N", "H", "H", "H", "H", "H"],
  "coordinates": [[1.229, 1.167, -0.116], [2.067, 0.208, -0.163], [1.435, -1.089, 0.134], [-0.042, -0.787, 0.099], [-1.336, -1.098, -0.161], [-2.148, 0.035, -0.070], [-1.326, 1.051, 0.118], [-0.120, 0.565, 0.249], [1.502, 2.249, -0.564], [1.757, -1.881, -0.653], [1.613, -1.454, 1.210], [-1.696, -2.185, -0.600], [-1.527, 2.164, 0.051]],
  "spin_multiplicity": 1,
  "lumo_ev": 0.85,
  "e_homo_ev": -9.01,
  "orbital_gap_ev": 9.86,
  "smiles": "C1=NCc2cncn21"
}

=====

Arrangement ii

{
  "formula": "C5H5N3",
  "method": "ωB97M-V/def2-TZVPD",
  "elements": ["C", "C", "N", "C", "C", "C", "N", "N", "H", "H", "H", "H", "H"],
  "coordinates": [[-3.142, 0.409, -0.167], [-2.091, -0.154, -0.049], [-0.950, -0.966, 0.031], [0.288, -0.365, 0.123], [0.630, 0.973, 0.128], [2.069, 0.939, -0.088], [2.522, -0.299, -0.156], [1.441, -1.093, -0.064], [-4.094, 0.803, 0.074], [-1.009, -1.862, 0.436], [-0.091, 1.830, 0.199], [2.742, 1.839, -0.148], [1.684, -2.054, -0.319]],
  "spin_multiplicity": 1,
  "lumo_ev": 0.78,
  "e_homo_ev": -8.39,
  "orbital_gap_ev": 9.17,
  "smiles": "C#CNc1ccn[nH]1"
}

=====

Arrangement iii

{
  "formula": "C5H5N3",
  "method": "ωB97M-V/def2-TZVPD",
  "elements": ["C", "C", "C", "C", "N", "N", "N", "C", "H", "H", "H", "H", "H"],
  "coordinates": [[-0.678, 1.786, 0.029], [0.704, 1.336, 0.109], [1.042, -0.044, -0.100], [2.412, -0.458, -0.145], [3.452, -0.915, 0.090], [0.237, -1.038, -0.514], [-1.097, -0.778, -0.536], [-1.549, -1.683, 0.250], [-1.486, 0.924, 0.654], [-1.009, 2.945, -0.485], [1.651, 2.068, -0.436], [-0.943, -2.751, 0.645], [-2.737, -1.390, 0.438]],
  "spin_multiplicity": 1,
  "lumo_ev": -0.70,
  "e_homo_ev": -9.48,
  "orbital_gap_ev": 8.78,
  "smiles": "C=C/C(C#N)=N\\N=C"
}

=====

The winner here is arrangement i, beating the second structure by 0.0294 hartree.

=====

Arrangement i

{
  "formula": "CH10O3S2",
  "method": "ωB97M-V/def2-TZVPD",
  "elements": ["C", "S", "S", "H", "H", "H", "H", "O", "H", "H", "O", "H", "H", "O", "H", "H"],
  "coordinates": [[-1.633, 0.989, 1.376], [-0.304, 2.162, 1.654], [0.704, 2.371, -0.193], [-2.286, 1.257, 0.562], [-2.262, 1.104, 2.282], [-1.250, 0.006, 1.143], [-0.069, 3.233, -0.926], [-1.671, -1.260, -1.085], [-0.828, -1.654, -0.827], [-2.084, -1.864, -1.709], [1.781, -0.990, -1.201], [0.982, -1.083, -1.745], [2.424, -0.933, -1.919], [2.263, -1.250, 1.249], [2.831, -0.952, 0.537], [1.404, -1.135, 0.800]],
  "spin_multiplicity": 1,
  "lumo_ev": 0.08,
  "e_homo_ev": -8.84,
  "orbital_gap_ev": 8.92,
  "smiles": "CSS.O.O.O"
}

=====

Arrangement ii

{
  "formula": "CH10O3S2",
  "method": "ωB97M-V/def2-TZVPD",
  "elements": ["C", "S", "S", "H", "H", "H", "H", "O", "H", "H", "O", "H", "H", "O", "H", "H"],
  "coordinates": [[2.356, -0.592, 1.300], [2.423, -0.970, -0.511], [1.247, -2.808, -0.266], [2.455, -1.642, 1.936], [1.318, -0.131, 1.457], [2.973, 0.365, 1.168], [0.821, -2.503, -1.451], [-1.341, -1.751, 1.183], [-1.259, -1.023, 1.873], [-0.376, -1.754, 0.904], [-1.493, 1.098, 1.387], [-1.510, 2.035, 1.296], [-1.796, 1.006, 0.499], [-1.517, 3.071, -3.704], [-2.237, 3.162, -2.943], [-2.063, 2.437, -4.129]],
  "spin_multiplicity": 1,
  "lumo_ev": -0.14,
  "e_homo_ev": -8.65,
  "orbital_gap_ev": 8.51,
  "smiles": "CSS.O.O.O"
}

=====

The winner here is arrangement i, beating the second structure by 0.0561 hartree.

=====

Arrangement i

{
  "formula": "C2H2N4O2",
  "method": "ωB97M-V/def2-TZVPD",
  "elements": ["O", "C", "N", "N", "N", "C", "O", "N", "H", "H"],
  "coordinates": [[-0.080, 2.217, -1.127], [0.062, 0.957, -0.943], [1.161, 0.183, -1.191], [1.511, -0.534, -0.168], [0.824, -0.907, 1.033], [-0.683, -0.738, 0.954], [-1.677, -1.318, 1.429], [-0.914, 0.194, -0.180], [1.486, -1.544, 1.729], [-1.791, 0.480, -0.671]],
  "spin_multiplicity": 1,
  "lumo_ev": -1.02,
  "e_homo_ev": -10.58,
  "orbital_gap_ev": 9.56,
  "smiles": "O=c1nn[nH]c(=O)[nH]1"
}

=====

Arrangement ii

{
  "formula": "C2H2N4O2",
  "method": "ωB97M-V/def2-TZVPD",
  "elements": ["H", "N", "C", "N", "N", "N", "O", "C", "O", "H"],
  "coordinates": [[2.515, -0.632, 0.416], [1.749, -1.349, 0.232], [0.620, -0.767, 0.049], [-0.491, -1.439, -0.359], [-1.579, -0.872, -0.108], [-1.652, 0.432, 0.421], [-0.693, 1.325, -0.100], [0.573, 0.783, -0.007], [1.523, 1.473, -0.157], [-2.510, 0.762, 0.095]],
  "spin_multiplicity": 1,
  "lumo_ev": -1.27,
  "e_homo_ev": -10.24,
  "orbital_gap_ev": 8.98,
  "smiles": "[H]/N=c1/nn[nH]oc1=O"
}

=====

Arrangement iii

{
  "formula": "C2H2N4O2",
  "method": "ωB97M-V/def2-TZVPD",
  "elements": ["H", "N", "C", "N", "N", "O", "N", "C", "O", "H"],
  "coordinates": [[1.121, 1.532, 0.898], [0.120, 1.872, 0.440], [-0.263, 0.702, -0.085], [-1.666, 0.768, -0.614], [-2.276, -0.159, -0.109], [-1.601, -1.461, 0.491], [-0.237, -1.567, -0.062], [0.428, -0.487, -0.203], [1.770, -0.792, -0.119], [2.605, -0.406, -0.638]],
  "spin_multiplicity": 1,
  "lumo_ev": -1.01,
  "e_homo_ev": -10.35,
  "orbital_gap_ev": 9.34,
  "smiles": "[H]/N=c1/nnonc1O"
}

=====

Arrangement iv

{
  "formula": "C2H2N4O2",
  "method": "ωB97M-V/def2-TZVPD",
  "elements": ["O", "C", "N", "C", "N", "N", "O", "N", "H", "H"],
  "coordinates": [[-2.557, -0.200, 0.485], [-2.176, 0.525, -0.636], [-0.785, 0.623, -1.007], [0.074, 0.216, -0.275], [0.324, -0.540, 1.066], [1.464, -0.932, 1.103], [2.311, -0.269, 0.092], [1.288, 0.459, -0.598], [-2.999, 0.860, -1.564], [1.542, 1.169, -1.538]],
  "spin_multiplicity": 1,
  "lumo_ev": -0.51,
  "e_homo_ev": -9.95,
  "orbital_gap_ev": 9.45,
  "smiles": "O=C/N=c1\\nno[nH]1"
}

=====

The winner here is arrangement i, beating the second structure by 0.0131 hartree.

=====

Arrangement i

{
  "formula": "C2H2N4O2",
  "method": "ωB97M-V/def2-TZVPD",
  "elements": ["O", "N", "C", "N", "N", "C", "N", "O", "H", "H"],
  "coordinates": [[-2.703, 0.176, -0.067], [-1.836, -0.804, -0.018], [-0.602, -0.436, -0.177], [0.230, -1.398, -0.034], [1.494, -1.212, 0.049], [1.871, 0.089, -0.112], [1.153, 1.214, -0.023], [-0.236, 0.897, -0.042], [-2.332, 1.062, 0.444], [2.961, 0.412, -0.019]],
  "spin_multiplicity": 1,
  "lumo_ev": -1.94,
  "e_homo_ev": -9.47,
  "orbital_gap_ev": 7.53,
  "smiles": "O/N=c1/nncno1"
}

=====

Arrangement ii

{
  "formula": "C2H2N4O2",
  "method": "ωB97M-V/def2-TZVPD",
  "elements": ["O", "N", "C", "N", "C", "O", "N", "N", "H", "H"],
  "coordinates": [[-0.692, -2.600, 0.586], [-0.887, -1.409, 1.127], [-0.483, -0.322, 0.369], [-0.813, 1.080, 0.544], [0.136, 1.843, 0.081], [1.305, 1.484, -0.569], [0.880, 0.167, -1.490], [0.244, -0.743, -0.858], [-0.068, -2.544, -0.076], [0.377, 3.044, 0.286]],
  "spin_multiplicity": 1,
  "lumo_ev": -1.67,
  "e_homo_ev": -9.73,
  "orbital_gap_ev": 8.07,
  "smiles": "O/N=c1/nconn1"
}

=====

The winner here is arrangement ii, beating the second structure by 0.0037 hartree.